# 1
CCl3F3Si | wB97M-V/def2-TZVPD

XYZ file:
```
8
Properties=species:S:1:pos:R:3:forces:R:3:nbo_charge:R:1
C 0.547671 0.409817 0.675167 3.0 -0.7 -0.6 -0.6826
F -0.944962 -1.794442 0.011967 0.0 0.0 0.3 -0.6417
F 0.780140 -1.018883 -1.735084 0.3 0.1 0.6 -0.6442
F -1.382958 -0.054456 -1.695445 -0.6 1.1 0.3 -0.6312
Si -0.297552 -0.527248 -0.669561 0.7 -1.7 -0.8 2.3832
Cl -1.340506 1.837735 0.957427 -1.6 1.2 0.6 0.0337
Cl 0.650558 -0.187614 2.300001 -0.5 0.6 -0.9 0.1416
Cl 1.987609 1.335092 0.155528 -1.3 -0.6 0.4 0.0413
```
Positions in Å, forces in eV/Å.

The value obtained for the HOMO energy (alpha / beta) is -8.8902 / -11.7340 eV. As for the molar mass: 203.450 g/mol. Its expectation value of S² is 2.007. As for the spin multiplicity: 3. The largest force on an atom comes out at 3.2 eV/Å.

=====

# 2
C40H34AsO6SSiV | wB97M-V/def2-TZVPD

XYZ file:
```
84
Properties=species:S:1:pos:R:3:forces:R:3:lowdin_spin:R:1
V 0.498633 0.108461 -0.796014 -0.7 1.1 -0.4 2.7381
O 3.342394 -1.588239 0.499498 0.4 0.0 -0.1 0.0013
C 2.992183 -0.597205 -0.291492 0.3 -0.2 0.3 0.0121
O 2.441969 -0.740779 -1.367161 0.0 -0.5 -0.2 0.0284
C 3.351864 0.760022 0.248785 0.1 0.1 0.2 0.0047
O 2.494508 1.740252 -0.268870 -0.1 -0.2 -0.2 0.0102
C 2.864547 2.316848 -1.538686 -0.1 0.0 -0.1 0.0021
C 1.923198 1.965639 -2.720357 0.3 0.2 0.2 0.0074
O 2.272388 2.417365 -3.808472 -0.1 -0.1 0.2 0.0094
O 0.873134 1.322998 -2.428112 -0.2 -0.1 -0.3 0.0317
H 2.964055 -2.413460 0.150458 0.0 -0.1 0.0 0.0001
H 3.245013 0.740054 1.335047 0.0 0.0 0.0 0.0002
H 4.406256 0.941419 0.006279 0.0 0.1 0.0 0.0011
H 2.813016 3.400915 -1.423636 0.0 0.0 0.1 0.0001
H 3.892570 2.053580 -1.793969 0.0 -0.1 0.0 0.0004
S -1.761971 -0.791173 -1.341296 0.0 0.2 0.0 0.0210
C -2.977290 0.297543 -0.682919 0.0 -0.1 0.0 0.0088
C -4.330945 -0.056097 -0.862221 0.0 0.0 0.0 0.0010
C -5.360525 0.724281 -0.377927 0.0 0.0 0.0 0.0006
C -5.097188 1.911679 0.305943 0.0 0.0 0.0 0.0028
C -3.779559 2.286239 0.490206 -0.1 0.0 0.0 0.0007
C -2.733241 1.494426 0.020815 -0.1 -0.1 0.0 0.0092
As -0.902887 2.032626 0.238948 0.3 -0.2 0.0 0.0212
C -0.928504 3.821536 -0.523719 -0.1 0.0 0.0 -0.0006
C -0.923230 4.997242 0.219349 -0.1 0.0 0.0 -0.0010
C -0.953383 6.230401 -0.420534 0.0 0.0 0.0 0.0001
C -0.993122 6.295544 -1.805991 0.0 0.0 0.0 -0.0009
C -1.004790 5.123522 -2.549800 0.0 0.0 0.0 0.0002
C -0.971728 3.891139 -1.914470 0.1 0.0 -0.1 -0.0007
C -0.673056 2.426275 2.130574 -0.2 0.2 0.0 0.0002
C 0.463254 3.125725 2.535954 0.1 0.0 0.1 -0.0004
C 0.684469 3.395723 3.880552 -0.1 0.0 -0.1 0.0002
C -0.220559 2.951839 4.835758 -0.1 0.0 0.0 -0.0008
C -1.348718 2.246650 4.439099 0.1 0.0 0.0 0.0001
C -1.579076 1.995204 3.092178 0.0 0.0 0.1 -0.0008
H -4.545558 -0.972960 -1.397932 0.0 0.0 0.0 -0.0001
H -6.385030 0.406925 -0.539063 0.0 0.0 0.0 0.0000
H -5.904545 2.531511 0.675481 0.0 0.0 0.0 0.0002
H -3.553123 3.211578 1.010153 0.0 0.0 0.0 0.0001
H -0.904106 4.964887 1.302284 0.0 0.0 0.0 -0.0001
H -0.947719 7.138643 0.170926 0.0 0.0 0.0 0.0000
H -1.011690 7.256679 -2.305916 0.0 0.0 0.0 -0.0001
H -1.029066 5.162620 -3.631790 0.0 0.0 0.0 0.0000
H -0.950838 2.980477 -2.502400 0.0 0.0 0.0 0.0001
H 1.191502 3.454554 1.802676 0.0 0.0 -0.1 0.0000
H 1.573090 3.940151 4.179825 0.0 0.0 0.0 0.0000
H -0.040799 3.145195 5.886694 0.0 0.0 0.0 -0.0001
H -2.052613 1.875002 5.173148 0.0 0.0 0.0 0.0000
H -2.472916 1.463423 2.800383 0.0 -0.1 -0.1 0.0000
O 0.532328 -0.898516 0.929815 0.4 0.3 -0.2 0.0688
Si 0.609236 -1.737564 2.252597 0.1 -0.2 0.4 0.0132
C 1.084113 -3.516162 1.817185 -0.4 -0.1 0.1 0.0019
C 1.164098 -3.882334 0.472473 -0.1 0.0 -0.1 0.0008
C 1.498147 -5.177128 0.090758 0.0 0.0 0.0 0.0001
C 1.737383 -6.142820 1.057112 0.0 0.0 0.0 0.0001
C 1.628527 -5.810478 2.401434 0.0 0.0 0.0 0.0002
C 1.298621 -4.513265 2.770104 0.1 0.0 0.1 0.0004
C 1.924339 -1.142067 3.476143 -0.2 0.2 0.0 0.0008
C 1.776421 0.176108 3.924479 0.0 -0.1 0.0 0.0002
C 2.682663 0.760965 4.788092 0.2 0.0 0.2 0.0000
C 3.774229 0.023792 5.240732 -0.1 0.0 0.0 0.0001
C 3.937639 -1.287633 4.818110 0.0 0.0 -0.1 0.0000
C 3.018140 -1.862411 3.940778 0.2 0.0 0.1 0.0002
C -1.044750 -1.592565 3.147367 0.0 -0.3 -0.1 0.0015
C -2.174879 -1.440445 2.337781 0.0 0.1 -0.1 0.0008
C -3.431470 -1.228979 2.889287 0.0 0.0 0.0 0.0000
C -3.582557 -1.177692 4.270213 0.0 0.0 0.0 0.0001
C -2.476068 -1.356294 5.091854 0.0 0.0 0.0 0.0000
C -1.222444 -1.564879 4.529307 0.1 0.1 0.1 0.0003
H 0.897077 -3.149601 -0.285991 0.1 0.0 0.0 0.0013
H 1.543292 -5.433660 -0.961415 0.0 0.0 0.0 0.0000
H 1.986201 -7.156475 0.766938 0.0 0.0 0.0 0.0000
H 1.793173 -6.565338 3.161740 0.0 0.0 0.0 0.0000
H 1.220717 -4.269648 3.826552 0.0 0.0 0.0 0.0000
H 0.925161 0.749518 3.587478 -0.1 0.1 0.0 0.0000
H 2.534374 1.786039 5.113160 0.1 -0.1 0.0 0.0000
H 4.491614 0.471083 5.918632 0.0 0.0 0.0 0.0000
H 4.785835 -1.865663 5.166709 0.0 0.0 0.0 0.0000
H 3.171223 -2.883762 3.607102 0.0 0.1 0.0 0.0000
H -2.057306 -1.458773 1.256961 0.0 0.0 0.0 0.0006
H -4.285776 -1.085802 2.235996 0.0 0.0 0.0 0.0000
H -4.559670 -0.999833 4.705337 0.0 0.0 0.0 0.0000
H -2.586049 -1.321894 6.170392 0.0 0.0 0.0 0.0000
H -0.362205 -1.672538 5.185197 0.0 0.0 0.0 0.0000
```
Positions in Å, forces in eV/Å.

The value obtained for the HOMO energy (alpha / beta) is -3.7637 / -4.4789 eV. As for the net charge: -1. As for the molar mass: 796.725 g/mol. Its expectation value of S² is 3.759. As for the spin multiplicity: 4. The largest force on an atom comes out at 1.4 eV/Å.

=====

# 3
C44H58CuN3OSi | wB97M-V/def2-TZVPD

XYZ file:
```
108
Properties=species:S:1:pos:R:3:forces:R:3:lowdin_spin:R:1
Cu 0.287969 -0.170158 -0.290571 0.0 0.0 0.0 0.0034
N 0.829416 5.435205 8.156833 0.0 0.0 0.0 0.0297
C 0.761154 4.798393 7.198695 0.0 0.0 0.0 0.0113
C 0.676786 4.010104 6.007628 0.0 0.0 0.0 0.0544
C 1.270829 4.451507 4.820062 0.0 0.0 0.0 0.0006
C 1.186911 3.691128 3.675505 0.0 0.0 0.0 0.0438
C 0.494332 2.463624 3.649718 0.0 0.0 0.1 0.0343
C -0.088765 2.036417 4.860014 0.0 0.0 0.0 0.0457
C 0.001370 2.786243 6.013051 0.0 0.0 0.0 -0.0030
C 0.395727 1.688461 2.419559 0.0 0.0 0.0 0.2710
C -0.886719 1.116960 2.085684 0.0 0.1 0.0 0.0130
C -2.130080 1.360910 2.711832 0.0 0.0 0.0 0.0920
C -3.102666 0.649045 1.998403 0.0 0.0 0.0 0.0276
C -2.426596 0.008686 0.967618 0.0 0.0 0.0 0.0826
N -1.102769 0.280373 1.011639 0.0 0.0 0.0 0.0354
C 1.613373 1.546232 1.652751 0.0 0.1 0.0 0.0148
C 2.922830 1.729176 2.142884 0.0 0.0 0.0 0.0854
C 3.803581 1.379586 1.111701 0.0 0.0 0.0 0.0217
C 3.002425 1.001269 0.041307 0.1 0.1 0.0 0.0769
N 1.687851 1.111245 0.344784 -0.1 -0.2 0.1 0.0285
H 1.786557 5.403746 4.803746 0.0 0.0 0.0 -0.0009
H 1.635564 4.050783 2.759064 0.0 0.0 0.0 0.0005
H -0.594013 1.080913 4.883072 0.0 0.0 0.0 0.0010
H -0.439712 2.425967 6.933971 0.0 0.0 0.0 -0.0011
H -2.306243 1.991872 3.567578 0.0 0.0 0.0 0.0041
H -4.162040 0.605813 2.201164 0.0 0.0 0.0 0.0000
H -2.828855 -0.634995 0.197793 0.0 0.0 0.0 0.0061
H 3.191509 2.040491 3.140035 0.0 0.0 0.0 0.0034
H 4.882888 1.394759 1.138005 0.0 0.0 0.0 -0.0003
H 3.312404 0.667635 -0.939712 0.0 0.0 0.0 0.0059
C 3.651182 -3.743200 -0.623178 0.0 0.0 0.0 0.0003
C 2.359464 -4.388271 -1.147273 0.0 0.0 0.0 0.0000
C 2.376215 -4.170394 -2.668639 0.0 0.0 0.0 0.0000
C 2.423876 -5.899248 -0.882487 0.0 0.0 0.0 0.0000
Si 0.811822 -3.565275 -0.329927 0.0 0.0 0.0 0.0000
C -0.831327 -4.493150 -0.729610 0.0 0.0 0.0 0.0000
C -2.027301 -3.548816 -0.520890 0.0 0.0 0.0 0.0003
C -1.034619 -5.745250 0.134151 0.0 0.0 0.0 0.0000
C -0.876067 -4.917866 -2.203838 0.0 0.0 0.0 0.0000
C 1.049823 -3.261421 1.548850 0.0 0.0 0.0 0.0000
C 2.012996 -2.093208 1.824159 0.0 0.0 0.0 0.0007
C 1.607544 -4.520615 2.235548 0.0 0.0 0.0 0.0000
C -0.269330 -2.898314 2.249555 0.0 0.0 0.0 0.0000
H 4.503226 -4.152456 -1.178643 0.0 0.0 0.0 0.0000
H 3.824290 -3.941338 0.433349 0.0 0.0 0.0 0.0000
H 3.650181 -2.660275 -0.768330 0.0 0.0 0.0 0.0003
H 3.268091 -4.653816 -3.084636 0.0 0.0 0.0 0.0000
H 2.427824 -3.109250 -2.911526 0.0 0.0 0.0 0.0000
H 1.509058 -4.589062 -3.175093 0.0 0.0 0.0 0.0000
H 3.355125 -6.300799 -1.299033 0.0 0.0 0.0 0.0000
H 1.600047 -6.432949 -1.358721 0.0 0.0 0.0 0.0000
H 2.409562 -6.140239 0.181220 0.0 0.0 0.0 0.0000
H -2.122917 -3.191356 0.501965 0.0 0.0 0.0 0.0005
H -2.949937 -4.083495 -0.776390 0.0 0.0 0.0 0.0000
H -1.956250 -2.673474 -1.169046 0.0 0.0 0.0 0.0000
H -1.129845 -5.502496 1.192092 0.0 0.0 0.0 0.0000
H -0.219247 -6.463463 0.025693 0.0 0.0 0.0 0.0000
H -1.959506 -6.249657 -0.169454 0.0 0.0 0.0 0.0000
H -0.703830 -4.070153 -2.871803 0.0 0.0 0.0 0.0000
H -1.870677 -5.319803 -2.428815 0.0 0.0 0.0 0.0000
H -0.149803 -5.696460 -2.438913 0.0 0.0 0.0 0.0000
H 2.982028 -2.189152 1.340175 0.0 0.0 0.0 0.0005
H 2.187092 -2.032049 2.904174 0.0 0.0 0.0 0.0000
H 1.589161 -1.133805 1.523395 0.0 0.0 0.0 -0.0002
H 2.622980 -4.756407 1.915856 0.0 0.0 0.0 0.0000
H 0.986606 -5.404105 2.069446 0.0 0.0 0.0 0.0000
H 1.642647 -4.343373 3.315816 0.0 0.0 0.0 0.0000
H -0.738735 -2.015566 1.814221 0.0 0.0 0.0 0.0004
H -0.046769 -2.657485 3.295252 0.0 0.0 0.0 -0.0001
H -0.985664 -3.720817 2.252355 0.0 0.0 0.0 0.0001
C 1.490686 0.822354 -3.232315 0.0 0.0 0.0 -0.0001
C 0.411201 -0.258995 -3.344877 -0.1 -0.2 -0.2 0.0001
C -0.981279 0.387887 -3.356295 0.0 0.0 0.0 0.0001
C 0.615915 -1.078567 -4.627233 0.0 0.0 0.0 0.0001
C 0.498245 -1.180292 -2.193956 0.3 0.5 0.4 0.0001
C 0.626744 -1.960732 -1.255822 -0.1 -0.4 -0.2 0.0001
H 1.418074 1.490567 -4.093614 0.0 0.0 0.0 0.0000
H 2.486777 0.376751 -3.217813 0.0 0.0 0.0 0.0000
H 1.351866 1.413014 -2.327221 0.0 0.0 0.0 0.0000
H -1.074308 1.031556 -4.234156 0.0 0.0 0.0 0.0000
H -1.127983 1.005348 -2.469860 0.0 0.0 0.0 0.0000
H -1.760946 -0.375428 -3.397037 0.0 0.0 0.0 0.0000
H 0.538261 -0.420985 -5.495608 0.0 0.0 0.0 0.0000
H -0.141139 -1.860121 -4.716995 0.0 0.0 0.0 0.0000
H 1.599785 -1.550072 -4.638172 0.0 0.0 0.0 0.0000
C 1.708015 7.835019 2.564699 0.0 0.0 0.0 0.0003
C 1.079685 6.716851 1.778300 0.0 0.0 0.0 0.0017
C 1.793074 6.038956 0.800749 0.0 0.0 0.0 0.0005
C 1.237499 4.991170 0.072429 0.0 0.0 0.0 0.0012
C 2.075961 4.313792 -0.974113 0.0 0.0 0.0 0.0010
C -0.076191 4.593084 0.369177 0.0 0.1 0.0 0.0009
C -0.730246 3.478800 -0.360887 0.0 0.0 0.0 0.0002
O -0.454675 3.143476 -1.493771 0.0 0.0 0.1 -0.0007
C -0.808022 5.256752 1.369093 0.0 0.0 0.0 0.0008
C -2.214976 4.856316 1.726432 0.0 0.0 0.0 0.0008
C -0.224577 6.319503 2.042162 0.0 0.0 0.0 0.0003
H 2.664870 8.130949 2.135165 0.0 0.0 0.0 0.0000
H 1.884706 7.528324 3.598195 0.0 0.0 0.0 0.0001
H 1.057598 8.710741 2.593415 0.0 0.0 0.0 0.0000
H 2.817929 6.329323 0.594253 0.0 0.0 0.0 0.0000
H 3.100443 4.683545 -0.923466 0.0 0.0 0.0 0.0002
H 1.677672 4.491886 -1.972802 0.0 0.0 0.0 0.0001
H 2.086434 3.235805 -0.814066 0.0 0.0 0.0 0.0010
H -1.528999 2.951851 0.187180 0.0 0.0 0.0 -0.0006
H -2.248339 3.835519 2.111212 0.0 0.0 0.0 0.0009
H -2.882558 4.899078 0.864066 0.0 0.0 0.0 0.0000
H -2.609106 5.522602 2.493548 0.0 0.0 0.0 0.0000
H -0.794748 6.832299 2.810003 0.0 0.0 0.0 0.0000
```
Positions in Å, forces in eV/Å.

The value obtained for the HOMO energy (alpha / beta) is -2.4855 / -4.2742 eV. As for the net charge: -1. As for the molar mass: 736.600 g/mol. Its expectation value of S² is 0.778. As for the spin multiplicity: 2. The largest force on an atom comes out at 0.7 eV/Å.

=====

# 4
C4H11NO | wB97M-V/def2-TZVPD

XYZ file:
```
17
Properties=species:S:1:pos:R:3:forces:R:3:nbo_charge:R:1
C 0.101692 -1.185415 0.404701 -0.1 0.8 0.3 -0.6433
C 0.746063 0.165886 0.643263 0.8 -0.6 0.6 -0.0800
C 2.232434 0.215880 0.408243 0.2 0.1 0.2 -0.6185
C 0.175552 1.131011 1.363198 -0.2 -0.7 0.4 -0.0155
N -1.149068 1.076874 1.837889 0.0 0.2 -0.2 -0.8271
H 0.739646 -1.964461 0.834523 0.2 0.1 -0.3 0.2143
H -0.053442 -1.358779 -0.662495 -0.3 -0.3 0.2 0.2197
H -0.810088 -1.241743 1.006209 -0.2 -0.1 -0.5 0.2075
H 2.521335 0.390101 -0.628984 -0.1 0.0 -0.1 0.2057
H 2.711395 -0.715313 0.713051 -0.1 -0.2 -0.1 0.2013
H 2.702428 0.972967 1.036385 0.0 0.3 -0.2 0.2055
H 0.811637 1.867399 1.838193 -0.2 0.4 -0.3 0.1869
H -1.525513 1.968750 2.116663 0.0 0.0 0.0 0.3725
H -1.778201 0.610730 1.199688 0.0 0.1 0.1 0.3709
O -2.315940 -0.994242 -4.009393 0.1 -0.1 0.0 -0.9379
H -3.244739 -0.774980 -3.910651 -0.1 0.1 0.0 0.4686
H -1.865189 -0.164665 -4.190481 -0.1 0.0 0.0 0.4695
```
Positions in Å, forces in eV/Å.

The value obtained for the HOMO energy is -7.7840 eV. As for the molar mass: 89.138 g/mol. The SMILES is CC(C)=CN.O. The largest force on an atom comes out at 1.2 eV/Å.